Density functional theory data (ωB97M-V/def2-TZVPD) for a single C21H19N3O4S molecule at a distorted geometry.

The LUMO energy is 0.527 eV. As for the structure (SMILES): C=CCn1c(SCC(=O)c2ccc(OC)cc2)nnc1-c1ccc2c(c1)OCO2. As for the orbital gap: 8.61 eV. For the energy above the lowest of the compared OMol25 structures with the same formula, charge and spin, the calculation gives 3.284 eV. The charge is 0.

Geometry as XYZ:
```
48
C21H19N3O4S (ωB97M-V/def2-TZVPD)
C -0.34962 -0.70600 3.36792
C 0.58786 -0.35357 2.51062
C 1.32294 -1.32405 1.62923
N 1.01521 -1.05952 0.24425
C -0.17599 -1.33014 -0.36364
N -0.21467 -0.80273 -1.56009
N 0.94524 -0.16295 -1.75581
C 1.68784 -0.30668 -0.69072
C 3.03215 0.23131 -0.54186
C 3.27249 1.54382 -0.93202
C 4.53710 2.11413 -0.83574
C 5.54545 1.32178 -0.34159
C 5.31375 -0.00375 0.03413
C 4.07113 -0.57654 -0.05614
H 3.92361 -1.61468 0.19238
O 6.48404 -0.56450 0.46802
C 7.46536 0.44323 0.34358
O 6.86504 1.62248 -0.14776
H 7.91684 0.64126 1.32848
H 8.24975 0.10962 -0.35468
H 4.72403 3.13070 -1.13701
H 2.45142 2.12212 -1.32340
S -1.42211 -2.27500 0.38956
C -2.53899 -2.50452 -1.03867
C -3.93364 -2.00251 -0.71013
O -4.85183 -2.79107 -0.63156
C -4.10982 -0.56044 -0.47590
C -5.30320 -0.14709 0.11918
C -5.56181 1.18339 0.37053
C -4.61830 2.14736 0.01845
C -3.42386 1.74113 -0.58661
C -3.17016 0.41218 -0.83254
H -2.24713 0.14388 -1.32328
H -2.70986 2.50045 -0.86402
O -4.76013 3.48014 0.21041
C -5.95624 3.96304 0.77638
H -6.10400 3.58003 1.79093
H -5.84803 5.04579 0.81299
H -6.82319 3.70684 0.15975
H -6.49468 1.46045 0.83562
H -6.02801 -0.90172 0.38642
H -2.58621 -3.57499 -1.24159
H -2.08157 -1.97079 -1.86985
H 1.02104 -2.35021 1.85941
H 2.40047 -1.21282 1.77019
H 0.86400 0.68375 2.37337
H -0.86330 0.01814 3.97591
H -0.63859 -1.73555 3.49786
```